(1)
C37H27BrN4O7SSc | ωB97M-V/def2-TZVPD

Cartesian coordinates (Å):
Sc: -0.54 -1.16 0.36
C: 3.60 -2.89 0.46
O: 3.74 -2.39 1.78
C: 2.69 -2.70 2.62
C: 2.93 -3.52 3.70
C: 1.92 -3.82 4.62
C: 0.67 -3.26 4.42
C: 0.39 -2.44 3.33
C: -0.95 -1.80 3.23
N: -1.41 -1.16 2.25
N: -2.26 1.54 1.88
C: -1.29 2.33 1.35
O: -0.13 1.96 1.24
C: -1.73 3.70 0.94
C: -1.21 4.26 -0.23
C: -1.60 5.53 -0.62
C: -2.48 6.26 0.17
C: -2.98 5.72 1.34
C: -2.62 4.43 1.72
C: 1.40 -2.14 2.40
O: 1.20 -1.39 1.34
H: 4.40 -2.45 -0.13
H: 3.71 -3.99 0.46
H: 2.64 -2.62 0.03
H: 3.93 -3.92 3.82
H: 2.12 -4.46 5.46
H: -0.13 -3.46 5.13
H: -1.53 -1.93 4.17
H: -0.55 3.67 -0.84
H: -1.22 5.95 -1.54
H: -2.77 7.26 -0.14
H: -3.67 6.29 1.95
H: -3.01 4.00 2.63
O: -1.87 -4.28 -2.01
S: -1.11 -3.84 -0.87
O: -1.81 -3.20 0.25
N: -0.02 -2.74 -1.14
C: 0.86 -2.63 -2.19
C: 1.20 -3.59 -3.12
C: 2.17 -3.30 -4.10
C: 2.80 -2.09 -4.17
C: 2.47 -1.08 -3.23
C: 3.06 0.20 -3.22
C: 2.69 1.10 -2.26
C: 1.70 0.74 -1.32
N: 1.12 -0.43 -1.32
C: 1.50 -1.35 -2.25
C: -0.31 -5.28 -0.22
C: -0.68 -6.54 -0.66
C: -0.07 -7.65 -0.11
C: 0.90 -7.51 0.87
C: 1.27 -6.24 1.31
C: 0.66 -5.12 0.76
H: 0.73 -4.56 -3.09
H: 2.42 -4.08 -4.82
H: 3.54 -1.89 -4.93
H: 3.82 0.44 -3.95
H: 3.13 2.09 -2.21
H: 1.40 1.42 -0.54
H: -1.44 -6.63 -1.43
H: -0.36 -8.64 -0.45
H: 1.37 -8.38 1.30
H: 2.02 -6.11 2.08
H: 0.94 -4.13 1.10
Br: -4.47 1.90 4.00
C: -4.69 1.64 2.14
C: -5.97 1.62 1.61
C: -6.13 1.48 0.24
C: -5.03 1.35 -0.58
C: -3.75 1.33 -0.05
C: -3.56 1.51 1.32
C: -2.59 1.06 -1.01
O: -2.64 1.58 -2.12
O: -1.70 0.23 -0.61
H: -6.82 1.72 2.27
H: -7.13 1.46 -0.18
H: -5.14 1.24 -1.65
H: -1.94 0.59 2.17

Summary:
HOMO level (eV): -4.980
Charge: -1

---

(2)
C37H27BrN6O4SV | ωB97M-V/def2-TZVPD

Cartesian coordinates (Å):
V: 1.09 -2.79 1.11
Br: 3.24 -7.32 -4.41
C: 2.50 -6.06 -3.18
C: 1.22 -5.57 -3.40
C: 0.69 -4.64 -2.50
C: 1.41 -4.23 -1.40
O: 0.94 -3.33 -0.55
C: 2.69 -4.78 -1.15
C: 3.42 -4.41 0.02
N: 2.95 -3.61 1.03
C: 3.80 -3.23 2.03
C: 5.17 -3.47 2.13
C: 5.90 -2.97 3.22
C: 5.32 -2.25 4.24
C: 3.92 -2.03 4.20
C: 3.20 -1.38 5.21
C: 1.84 -1.27 5.11
C: 1.19 -1.75 3.98
N: 1.84 -2.33 2.99
C: 3.18 -2.51 3.10
C: 3.24 -5.68 -2.08
H: 0.66 -5.90 -4.26
H: -0.29 -4.23 -2.67
H: 4.41 -4.83 0.12
H: 5.69 -4.03 1.37
H: 6.97 -3.16 3.26
H: 5.91 -1.87 5.06
H: 3.73 -0.98 6.07
H: 1.25 -0.80 5.90
H: 0.12 -1.68 3.86
H: 4.24 -6.08 -1.92
C: -5.84 6.82 -1.79
C: -4.56 6.07 -2.04
C: -4.24 4.92 -1.34
C: -3.06 4.22 -1.57
C: -2.16 4.66 -2.54
N: -0.96 3.98 -2.82
C: -0.68 2.62 -2.81
O: 0.47 2.23 -2.87
N: -1.78 1.81 -2.78
C: -1.83 0.44 -2.44
C: -3.09 -0.13 -2.29
C: -3.21 -1.44 -1.88
C: -2.05 -2.15 -1.61
N: -0.84 -1.63 -1.79
C: -0.72 -0.37 -2.21
C: -2.47 5.83 -3.24
C: -3.64 6.52 -2.99
H: -6.46 6.31 -1.05
H: -6.43 6.93 -2.71
H: -5.64 7.83 -1.42
H: -4.93 4.55 -0.58
H: -2.81 3.36 -0.96
H: -0.16 4.53 -3.08
H: -2.67 2.27 -2.86
H: -3.98 0.47 -2.48
H: -4.18 -1.89 -1.73
H: -2.08 -3.15 -1.20
H: 0.28 0.03 -2.33
H: -1.77 6.19 -4.00
H: -3.85 7.42 -3.55
S: -0.30 -4.09 1.98
O: -2.11 -0.99 1.03
C: -1.07 -0.44 1.25
N: 0.23 -0.97 1.19
C: 1.14 0.04 1.44
O: 2.34 -0.07 1.34
C: 0.39 1.30 1.82
C: 0.83 2.52 2.27
C: -0.13 3.49 2.54
C: -1.49 3.22 2.35
C: -1.91 1.96 1.91
C: -0.94 1.02 1.66
H: 1.89 2.71 2.41
H: 0.17 4.47 2.90
H: -2.22 3.99 2.55
H: -2.96 1.73 1.78

Summary:
Multiplicity: 3
HOMO level (spin up / spin down) (eV): -2.620 / -4.811
Expectation value of S²: 2.0850
Charge: -1

---

(3)
C37H28BBrN3O8 | ωB97M-V/def2-TZVPD

Cartesian coordinates (Å):
C: -2.20 -0.66 5.95
C: -1.20 -0.09 5.00
O: -1.34 0.96 4.43
N: 0.04 -0.82 4.74
C: 0.46 -1.83 5.68
C: 1.16 -3.04 5.13
O: 0.30 -1.61 6.84
C: 0.26 -1.07 3.36
C: -0.53 -1.88 2.56
Br: -2.04 -2.77 3.17
C: -0.15 -2.04 1.21
N: 0.90 -1.47 0.69
N: 1.63 -0.69 1.46
C: 2.79 -0.07 0.79
C: 1.37 -0.44 2.76
B: 2.29 0.56 3.64
O: 1.75 1.67 4.18
O: 3.60 0.22 3.77
H: -2.32 -1.74 5.87
H: -3.14 -0.12 5.78
H: -1.87 -0.45 6.96
H: 1.45 -3.65 5.98
H: 2.07 -2.74 4.60
H: 0.53 -3.59 4.43
H: -0.74 -2.67 0.54
H: 2.77 -0.41 -0.25
H: 3.70 -0.41 1.28
H: 2.69 1.01 0.82
H: 0.80 1.78 4.05
H: 3.91 0.15 4.68
C: -0.93 1.18 0.14
C: -1.24 1.77 1.35
C: -2.56 2.04 1.67
C: -3.58 1.72 0.78
C: -3.26 1.13 -0.45
C: -1.93 0.86 -0.76
C: -4.32 0.80 -1.45
O: -4.03 0.28 -2.51
C: -5.72 1.15 -1.11
C: -6.72 0.90 -2.04
C: -8.04 1.20 -1.73
C: -8.36 1.74 -0.49
C: -7.37 1.99 0.44
C: -6.05 1.70 0.14
C: -5.00 2.01 1.15
O: -5.27 2.46 2.24
H: 0.09 0.97 -0.13
H: -0.45 2.02 2.05
H: -2.80 2.51 2.62
H: -1.70 0.40 -1.71
H: -6.46 0.48 -2.99
H: -8.82 1.01 -2.46
H: -9.39 1.97 -0.25
H: -7.61 2.42 1.41
C: 7.48 -0.27 -3.46
C: 7.57 -0.19 -4.85
C: 6.43 -0.14 -5.62
C: 5.18 -0.19 -5.02
C: 5.08 -0.29 -3.63
C: 6.24 -0.32 -2.85
C: 3.76 -0.37 -2.95
O: 3.66 -0.43 -1.74
C: 2.54 -0.37 -3.82
C: 1.30 -0.51 -3.23
C: 0.15 -0.47 -4.00
C: 0.23 -0.30 -5.37
C: 1.47 -0.19 -5.98
C: 2.63 -0.23 -5.20
C: 3.96 -0.12 -5.88
O: 4.04 0.02 -7.08
H: 8.38 -0.30 -2.86
H: 8.54 -0.16 -5.32
H: 6.48 -0.08 -6.70
H: 6.15 -0.39 -1.78
H: 1.24 -0.63 -2.15
H: -0.81 -0.57 -3.51
H: -0.67 -0.25 -5.97
H: 1.56 -0.06 -7.05

Summary:
HOMO level (eV): -11.718
Charge: +1

---

(4)
C37H28BrCsIN5O3STe | ωB97M-V/def2-TZVPD

Cartesian coordinates (Å):
Cs: 0.94 -0.02 0.13
O: 0.83 0.86 -3.60
C: -0.28 0.96 -2.98
N: -1.16 0.05 -2.67
C: -1.00 -1.25 -3.20
C: -0.93 -1.41 -4.59
C: -0.91 -2.64 -5.20
C: -0.96 -3.79 -4.42
C: -1.01 -3.66 -3.04
C: -1.03 -2.41 -2.40
N: -1.14 -2.44 -0.99
C: -0.04 -2.77 -0.36
O: 1.14 -2.89 -0.79
C: -0.22 -3.09 1.13
C: 0.54 -4.15 1.63
C: 0.38 -4.53 2.95
C: -0.50 -3.81 3.74
C: -1.17 -2.74 3.17
N: -1.05 -2.39 1.89
C: -0.65 2.37 -2.56
C: -0.52 3.37 -3.53
C: -0.85 4.67 -3.19
C: -1.25 4.94 -1.89
C: -1.32 3.88 -1.00
N: -1.04 2.62 -1.32
H: -0.89 -0.50 -5.18
H: -0.86 -2.72 -6.28
H: -0.95 -4.78 -4.87
H: -1.05 -4.53 -2.40
H: 1.24 -4.63 0.96
H: 0.95 -5.36 3.36
H: -0.66 -4.04 4.79
H: -1.84 -2.13 3.76
H: -0.15 3.09 -4.51
H: -0.77 5.47 -3.92
H: -1.50 5.94 -1.57
H: -1.61 4.05 0.04
O: 2.81 0.22 1.82
N: 2.38 -0.30 2.94
C: 3.00 -1.41 3.38
C: 2.67 -2.01 4.57
C: 1.63 -1.45 5.32
C: 0.99 -0.34 4.84
C: 1.33 0.29 3.62
S: 0.55 1.69 3.06
H: 3.77 -1.75 2.71
H: 3.20 -2.90 4.89
H: 1.33 -1.89 6.26
H: 0.17 0.12 5.39
C: -3.67 2.00 0.82
Te: -2.77 0.14 0.19
C: -3.62 -0.47 2.06
C: -4.86 0.35 2.23
C: -5.97 -0.07 2.95
C: -7.11 0.73 3.04
C: -7.12 1.97 2.42
C: -6.01 2.40 1.71
C: -4.88 1.61 1.60
H: -3.90 2.62 -0.04
H: -2.95 2.52 1.46
H: -2.89 -0.24 2.84
H: -3.81 -1.54 2.06
H: -5.95 -1.05 3.42
H: -7.97 0.38 3.59
H: -8.01 2.60 2.49
H: -6.03 3.37 1.22
Br: 4.96 4.74 -3.30
C: 5.12 4.07 -1.52
C: 6.09 4.67 -0.72
C: 6.27 4.23 0.58
C: 5.47 3.20 1.07
C: 4.52 2.61 0.26
C: 4.33 3.03 -1.06
I: 2.84 2.10 -2.20
H: 6.69 5.47 -1.13
H: 7.02 4.70 1.20
H: 5.58 2.86 2.09
H: 3.90 1.83 0.70

Summary:
HOMO level (eV): -1.947
Charge: -2

---

(5)
C37H28Cl5O4Re | ωB97M-V/def2-TZVPD

Cartesian coordinates (Å):
Re: 0.00 0.02 -0.03
C: -4.67 -2.05 3.89
C: -3.21 -1.73 4.23
C: -2.93 -1.97 5.71
O: -2.34 -2.52 3.45
C: -1.85 -1.76 2.38
C: -1.91 -0.32 2.94
O: -2.91 -0.37 3.91
C: -2.21 0.83 1.91
O: -1.07 0.97 1.15
C: -2.46 2.16 2.64
C: -3.08 3.19 1.95
C: -3.30 4.41 2.56
C: -2.90 4.62 3.87
C: -2.25 3.60 4.55
C: -2.02 2.38 3.94
C: -3.44 0.48 1.08
C: -4.69 0.49 1.69
C: -5.83 0.21 0.95
C: -5.74 -0.06 -0.40
C: -4.49 -0.07 -1.02
C: -3.35 0.19 -0.28
C: -0.41 -2.26 1.97
O: -0.16 -1.69 0.75
C: 0.59 -1.85 3.06
C: 0.50 -2.44 4.31
C: 1.41 -2.08 5.30
C: 2.42 -1.17 5.03
C: 2.50 -0.58 3.79
C: 1.58 -0.91 2.81
C: -0.39 -3.79 1.83
C: -1.54 -4.52 1.61
C: -1.46 -5.90 1.45
C: -0.24 -6.54 1.49
C: 0.92 -5.80 1.68
C: 0.84 -4.43 1.85
H: -4.86 -3.08 4.16
H: -4.85 -1.91 2.83
H: -5.33 -1.40 4.45
H: -3.04 -3.03 5.94
H: -3.63 -1.39 6.30
H: -1.92 -1.66 5.95
H: -2.48 -1.86 1.48
H: -0.94 -0.07 3.38
H: -3.41 3.04 0.93
H: -3.79 5.20 2.01
H: -3.10 5.55 4.37
H: -1.92 3.75 5.57
H: -1.53 1.61 4.50
H: -4.76 0.72 2.74
H: -6.79 0.21 1.44
H: -6.63 -0.25 -0.98
H: -4.41 -0.26 -2.08
H: -2.38 0.20 -0.78
H: -0.27 -3.16 4.52
H: 1.33 -2.53 6.28
H: 3.14 -0.92 5.80
H: 3.27 0.14 3.57
H: 1.65 -0.43 1.83
H: -2.50 -4.05 1.57
H: -2.37 -6.46 1.30
H: -0.19 -7.61 1.36
H: 1.88 -6.29 1.71
H: 1.75 -3.86 2.00
Cl: 1.38 -0.71 -1.85
C: 1.42 1.01 -2.17
C: 0.67 1.65 -1.17
C: 0.59 3.05 -1.27
Cl: -0.29 3.91 -0.08
C: 1.19 3.72 -2.34
Cl: 1.03 5.42 -2.47
C: 1.91 3.02 -3.31
Cl: 2.60 3.85 -4.63
C: 2.05 1.62 -3.23
Cl: 2.92 0.74 -4.40

Summary:
Multiplicity: 2
HOMO level (spin up / spin down) (eV): -11.390 / -11.390
Expectation value of S²: 0.8285
Charge: +1

---

(6)
C37H28F3FeN4O5S2 | ωB97M-V/def2-TZVPD

Cartesian coordinates (Å):
Fe: 1.72 0.83 2.74
S: 2.47 -1.56 2.19
C: 3.91 -1.87 3.13
C: 4.63 -3.06 2.99
C: 5.76 -3.33 3.74
C: 6.22 -2.39 4.66
C: 5.52 -1.20 4.82
C: 4.37 -0.92 4.07
S: 3.51 0.58 4.34
H: 4.27 -3.79 2.27
H: 6.29 -4.26 3.60
H: 7.11 -2.58 5.25
H: 5.86 -0.46 5.53
C: -5.63 -1.67 3.72
C: -4.96 -2.45 2.59
C: -5.88 -2.49 1.37
C: -5.25 -3.30 0.25
C: -3.88 -2.76 -0.06
C: -3.32 -2.93 -1.31
C: -2.05 -2.44 -1.58
F: -1.55 -2.63 -2.82
C: -1.31 -1.79 -0.63
C: -1.86 -1.60 0.64
C: -1.02 -0.90 1.66
O: 0.07 -0.48 1.32
C: -1.63 -0.79 2.97
C: -2.87 -1.28 3.15
N: -3.67 -1.87 2.21
C: -3.14 -2.08 0.93
C: -0.98 -0.15 4.21
O: -1.64 -0.24 5.25
O: 0.13 0.43 4.07
H: -6.65 -2.03 3.83
H: -5.66 -0.61 3.49
H: -5.13 -1.80 4.68
H: -4.80 -3.48 2.92
H: -6.05 -1.46 1.04
H: -6.84 -2.91 1.67
H: -5.87 -3.28 -0.64
H: -5.18 -4.35 0.57
H: -3.86 -3.44 -2.09
H: -0.31 -1.41 -0.82
H: -3.27 -1.19 4.15
C: 1.19 -1.07 -7.68
O: 1.52 0.26 -8.02
C: 1.38 1.20 -7.03
C: 0.77 0.96 -5.80
C: 0.69 1.97 -4.85
C: 1.21 3.25 -5.11
C: 1.80 3.47 -6.37
C: 1.89 2.47 -7.31
N: 1.21 4.30 -4.22
N: 0.64 4.06 -3.05
C: 1.28 3.46 -2.06
C: 2.66 3.09 -2.08
C: 3.27 2.44 -1.04
C: 2.58 2.07 0.14
O: 3.08 1.43 1.10
C: 1.17 2.46 0.20
N: 0.53 2.09 1.32
C: -0.75 2.39 1.45
C: -1.47 3.06 0.46
C: -0.82 3.43 -0.69
C: 0.54 3.14 -0.85
H: 1.48 -1.68 -8.54
H: 0.12 -1.19 -7.51
H: 1.73 -1.40 -6.80
H: 0.37 -0.01 -5.56
H: 0.22 1.77 -3.90
H: 2.19 4.46 -6.57
H: 2.35 2.64 -8.27
H: 3.22 3.34 -2.98
H: 4.32 2.16 -1.11
H: -1.21 2.07 2.38
H: -2.52 3.27 0.61
H: -1.34 3.95 -1.49
F: 0.55 3.19 3.87
C: 1.81 2.67 3.70
F: 2.49 3.60 2.96
H: 2.27 2.60 4.69

Summary:
Multiplicity: 6
HOMO level (spin up / spin down) (eV): -1.035 / -1.105
Expectation value of S²: 9.0869
Charge: -2